{
  "formula": "C45H48Cl68NO6Si",
  "method": "ωB97M-V/def2-TZVPD",
  "energy_ha": -33831.11490,
  "charge": 1,
  "e_lumo_ev": -3.17,
  "gap_ha": 0.283,
  "species": ["C", "C", "C", "C", "C", "O", "C", "C", "C", "O", "C", "C", "N", "C", "C", "C", "O", "C", "C", "C", "C", "C", "C", "C", "C", "C", "O", "Si", "C", "C", "C", "C", "C", "C", "O", "O", "H", "H", "H", "H", "H", "H", "H", "H", "H", "H", "H", "H", "H", "H", "H", "H", "H", "H", "H", "H", "H", "H", "H", "H", "H", "H", "H", "H", "H", "H", "H", "H", "H", "H", "H", "H", "H", "H", "H", "H", "H", "H", "H", "H", "H", "H", "H", "H", "C", "Cl", "Cl", "Cl", "Cl", "C", "Cl", "Cl", "Cl", "Cl", "C", "Cl", "Cl", "Cl", "Cl", "C", "Cl", "Cl", "Cl", "Cl", "C", "Cl", "Cl", "Cl", "Cl", "C", "Cl", "Cl", "Cl", "Cl", "C", "Cl", "Cl", "Cl", "Cl", "C", "Cl", "Cl", "Cl", "Cl", "C", "Cl", "Cl", "Cl", "Cl", "C", "Cl", "Cl", "Cl", "Cl", "C", "Cl", "Cl", "Cl", "Cl", "C", "Cl", "Cl", "Cl", "Cl", "C", "Cl", "Cl", "Cl", "Cl", "C", "Cl", "Cl", "Cl", "Cl", "C", "Cl", "Cl", "Cl", "Cl", "C", "Cl", "Cl", "Cl", "Cl", "C", "Cl", "Cl", "Cl", "Cl"],
  "coordinates": [[0.021, -4.877, 1.543], [-0.587, -3.370, 1.322], [0.214, -2.456, 0.223], [1.844, -2.452, 0.594], [-0.396, -0.902, 0.078], [0.720, -0.039, 0.446], [0.720, 0.507, 1.778], [2.244, 1.149, 2.036], [3.276, 0.105, 2.763], [2.024, 2.261, 3.020], [-1.759, -0.728, 0.995], [-2.512, 0.727, 0.695], [-2.698, 1.024, -0.776], [-1.498, 0.780, -1.653], [-2.004, 1.088, -3.217], [-1.356, 2.452, -3.854], [-1.709, 3.658, -3.368], [-0.273, 2.481, -5.128], [0.169, 1.093, -5.950], [1.288, 1.107, -7.190], [1.994, 2.525, -7.624], [1.565, 3.909, -6.850], [0.449, 3.871, -5.619], [-0.807, -0.708, -1.539], [-2.023, -1.779, -1.956], [-1.744, -2.672, -3.292], [-0.702, -3.699, -3.174], [-0.366, -4.351, -4.792], [-1.989, -4.673, -5.821], [0.619, -2.976, -5.784], [0.581, -6.040, -4.749], [0.464, -0.732, -2.557], [1.514, 0.513, -2.526], [3.058, -0.094, -2.311], [3.915, 0.637, -1.573], [3.552, -1.341, -2.911], [-0.798, -5.602, 1.975], [0.582, -5.308, 0.593], [0.855, -4.783, 2.387], [-1.737, -3.517, 1.037], [-0.517, -2.821, 2.368], [0.160, -3.050, -0.805], [2.489, -1.852, -0.175], [2.289, -3.560, 0.596], [1.911, -2.080, 1.700], [0.582, -0.377, 2.561], [-0.016, 1.386, 2.006], [2.664, 1.671, 1.069], [2.705, -0.785, 3.264], [3.997, 0.688, 3.501], [3.953, -0.353, 1.892], [1.379, 2.932, 2.647], [-2.605, -1.534, 0.744], [-1.580, -0.910, 2.162], [-2.049, 1.626, 1.278], [-3.612, 0.587, 1.141], [-3.588, 0.573, -1.077], [-2.886, 2.072, -0.831], [-0.748, 1.678, -1.412], [-3.183, 1.267, -3.174], [-1.847, 0.178, -3.935], [-0.277, 0.027, -5.693], [1.580, 0.074, -7.708], [2.793, 2.487, -8.488], [2.061, 4.928, -7.165], [0.192, 4.872, -5.071], [-2.221, -2.585, -1.098], [-3.060, -1.248, -2.122], [-1.556, -2.009, -4.267], [-2.759, -3.257, -3.527], [-1.715, -5.070, -6.896], [-2.632, -5.475, -5.238], [-2.587, -3.665, -5.836], [1.251, -3.458, -6.665], [-0.210, -2.248, -6.221], [1.328, -2.411, -5.019], [-0.238, -6.897, -4.887], [1.266, -6.096, -5.715], [1.233, -6.203, -3.785], [0.154, -0.779, -3.711], [1.037, -1.762, -2.364], [1.372, 1.301, -1.681], [1.584, 1.129, -3.546], [3.616, -2.006, -2.146], [7.283, -0.779, 3.245], [6.061, -2.020, 2.868], [8.879, -1.551, 3.421], [7.343, 0.416, 1.925], [6.848, 0.039, 4.768], [-3.180, 5.307, -0.603], [-4.402, 4.066, -0.980], [-1.584, 4.535, -0.427], [-3.120, 6.502, -1.923], [-3.615, 6.124, 0.920], [-3.870, -8.537, -5.288], [-5.074, -9.848, -5.217], [-3.491, -7.990, -3.635], [-2.385, -9.136, -6.070], [-4.529, -7.175, -6.228], [4.438, 2.913, 6.588], [3.559, 4.011, 7.681], [3.751, 1.274, 6.715], [4.283, 3.494, 4.911], [6.159, 2.872, 7.046], [8.837, 5.980, 7.327], [9.481, 4.430, 7.924], [7.312, 5.692, 6.451], [8.534, 7.068, 8.705], [10.020, 6.731, 6.227], [-6.179, 0.051, -3.564], [-5.712, -0.019, -5.282], [-7.949, -0.089, -3.423], [-5.405, -1.291, -2.683], [-5.649, 1.603, -2.867], [-4.111, -1.794, 3.876], [-5.018, -0.409, 3.218], [-3.701, -2.917, 2.555], [-2.614, -1.211, 4.647], [-5.111, -2.638, 5.085], [4.970, 5.762, -9.127], [3.732, 4.793, -8.290], [4.796, 7.474, -8.666], [6.591, 5.184, -8.662], [4.764, 5.597, -10.889], [8.803, -5.226, 5.842], [7.896, -3.841, 5.183], [9.214, -6.349, 4.521], [10.300, -4.643, 6.613], [7.803, -6.071, 7.050], [-0.294, 8.209, 1.528], [1.056, 9.329, 1.218], [-1.609, 9.079, 2.358], [-0.895, 7.560, -0.019], [0.271, 6.868, 2.555], [4.879, 5.234, 11.329], [5.468, 4.227, 9.981], [4.714, 6.921, 10.781], [3.294, 4.628, 11.873], [6.039, 5.158, 12.678], [5.787, -6.636, 10.362], [6.641, -5.130, 9.942], [6.885, -8.022, 10.146], [5.252, -6.561, 12.060], [4.369, -6.831, 9.301], [3.944, 9.095, -1.465], [4.202, 10.390, -0.269], [2.388, 8.289, -1.142], [3.922, 9.795, -3.103], [5.265, 7.905, -1.345], [-7.488, 2.379, 1.396], [-6.899, 1.372, 0.049], [-7.653, 4.066, 0.849], [-9.073, 1.773, 1.941], [-6.328, 2.303, 2.746], [-8.328, -3.479, 8.005], [-9.532, -4.790, 8.075], [-7.949, -2.932, 9.657], [-6.843, -4.078, 7.223], [-8.987, -2.117, 7.064], [-8.245, 5.593, -3.050], [-9.124, 6.691, -1.957], [-8.932, 3.954, -2.923], [-8.400, 6.174, -4.727], [-6.523, 5.552, -2.592], [-8.930, -8.826, -3.192], [-7.183, -8.472, -3.182], [-9.842, -7.308, -3.386], [-9.306, -9.922, -4.545], [-9.388, -9.601, -1.654]],
  "forces_ev_per_angstrom": [[1.1, 0.5, 0.8], [-0.1, -0.3, 0.2], [0.7, -1.5, -0.3], [-0.7, -0.9, 0.4], [-0.1, -2.3, -0.2], [-2.1, 0.7, 0.0], [2.0, -0.2, 1.3], [-0.9, 0.7, 0.8], [0.5, 0.3, -1.5], [-0.7, -0.4, -1.3], [-0.8, 0.3, -0.5], [-0.8, -1.3, 3.1], [-0.1, 1.2, 0.8], [1.7, 0.9, -2.5], [-0.7, 0.3, -0.4], [-0.3, 5.4, 0.5], [1.8, -7.2, -2.5], [2.3, -0.7, -2.5], [1.8, 2.7, -1.3], [-1.2, 3.4, 2.4], [-3.1, -0.7, 3.1], [-2.2, -3.9, 1.5], [1.0, -3.0, -1.6], [-1.1, 1.4, 0.6], [0.5, -1.3, 0.1], [-1.5, -0.2, -0.8], [-0.9, 0.8, -1.7], [0.3, -0.1, -0.5], [-0.6, -0.1, 0.7], [0.2, 0.4, 0.2], [0.1, -0.8, -0.3], [0.4, -0.7, -0.9], [1.7, -0.4, -0.3], [4.3, 3.8, 3.7], [-5.4, -4.8, -4.6], [-2.0, 1.4, 2.6], [1.6, 1.4, -1.1], [-1.5, 0.8, 1.9], [-1.7, -0.3, -1.8], [2.6, 0.6, 0.5], [-0.4, -1.1, -2.1], [-0.2, 1.4, 2.0], [-1.4, -0.8, 1.8], [-1.3, 2.3, -0.1], [0.3, -0.4, -2.3], [0.1, 2.0, -1.4], [1.0, -1.7, -0.7], [-0.7, -1.6, 1.6], [1.1, 1.9, -0.7], [-1.7, -1.3, -1.5], [-1.5, 0.9, 2.0], [1.2, -1.3, 0.4], [2.3, 1.8, 0.2], [-0.3, 0.9, -2.8], [-0.6, -1.6, -1.5], [2.4, 0.5, -1.0], [0.9, 0.1, -0.2], [0.1, -1.3, -0.1], [-1.5, -2.2, -0.1], [2.7, -0.2, -0.3], [-0.1, 1.8, 1.5], [0.9, 2.6, -0.5], [-0.7, 2.6, 1.3], [-1.9, 0.2, 2.0], [-1.8, -2.3, 1.2], [0.5, -2.2, -1.2], [0.6, 1.8, -1.8], [2.3, -0.9, 0.2], [-0.3, -1.1, 2.1], [1.9, 1.4, 0.6], [-0.7, 0.9, 2.1], [1.2, 1.6, -1.4], [0.9, -2.0, -0.4], [-1.4, 1.2, 1.9], [1.9, -1.3, 0.7], [-1.3, -1.0, -1.8], [1.9, 1.7, 0.6], [-1.3, 0.1, 2.1], [-1.3, 0.1, -2.0], [0.2, -0.1, 2.8], [-1.2, 2.4, -0.4], [0.4, -1.8, -1.4], [-0.4, -1.6, 2.1], [0.1, 1.4, -1.5], [0.2, 0.1, 0.0], [0.3, 0.2, 0.1], [-0.3, 0.6, -0.4], [-0.1, -0.3, 0.3], [0.1, -0.2, -0.4], [0.2, 0.5, 0.1], [0.4, -0.1, 0.3], [-0.4, -0.3, 0.1], [-0.2, -0.5, 0.3], [-0.2, -0.5, -0.4], [-0.1, -0.2, -0.2], [0.6, 0.3, -0.2], [-0.1, -0.1, -0.3], [-0.3, 0.2, 0.2], [0.0, -0.4, 0.2], [-0.1, 0.1, 0.0], [-0.2, -0.4, -0.9], [0.1, 0.3, 0.0], [0.1, -0.2, 0.5], [-0.5, -0.5, 0.0], [0.0, 0.1, 0.0], [-0.2, 0.3, -0.1], [0.6, 0.5, 0.1], [0.1, -0.3, -0.3], [-0.3, -0.2, 0.3], [-0.4, -0.1, -0.4], [-0.1, 0.0, 0.6], [0.6, 0.1, 0.0], [-0.3, 0.2, -0.1], [-0.1, -0.2, -0.3], [-0.1, -0.2, 0.2], [0.3, -0.5, 0.2], [-0.4, 0.0, 0.5], [-0.3, -0.1, -0.2], [0.4, 0.4, -0.5], [0.3, 0.1, -0.2], [1.6, 0.8, -0.9], [0.0, -0.5, -0.1], [-0.5, 0.1, -0.1], [0.0, 0.0, 0.5], [-0.1, -0.1, 0.1], [0.1, -0.8, 0.5], [-0.1, 0.3, 0.3], [-0.4, -0.1, -0.2], [0.4, 0.2, -0.5], [0.2, 0.3, 0.1], [-0.9, -0.1, 0.9], [0.3, -0.3, -0.2], [0.6, 0.7, 0.4], [-0.1, 0.2, -0.2], [0.2, -0.1, 0.0], [0.3, 0.4, 0.9], [0.0, -0.4, 0.1], [0.3, 0.1, -0.1], [-0.3, 0.0, -0.3], [0.0, 0.0, 0.1], [-0.3, -0.3, 0.3], [-0.3, 0.3, 0.0], [0.1, 0.0, -0.4], [0.3, 0.0, 0.2], [0.0, -0.1, -0.1], [-0.1, -0.3, -0.3], [0.9, -0.1, -0.9], [0.0, -0.2, 0.4], [-0.3, 0.3, 0.0], [-0.3, 0.2, 0.2], [-0.1, 0.2, 0.4], [0.1, -0.5, 0.1], [0.5, 0.1, -0.2], [-0.3, 0.2, -0.4], [-0.2, 0.0, 0.1], [0.4, 0.4, 0.0], [-0.1, -0.2, -0.5], [-0.4, 0.0, 0.3], [0.2, -0.3, 0.2], [-0.1, 0.2, -0.1], [0.3, -0.3, -0.3], [0.2, 0.3, 0.0], [0.0, -0.2, 0.5], [-0.7, 0.1, -0.3], [0.0, 0.0, 0.1], [-0.6, 0.0, 0.2], [0.2, -0.3, 0.0], [0.1, 0.3, 0.3], [0.1, 0.2, -0.4]]
}